(1)
Computed, not measured: C3H6IPS in the gas phase in a non-equilibrium geometry, with ωB97M-V/def2-TZVPD.

The calculation puts the energy relative to the best compared isomer or geometry (same formula, charge and spin) at 0.000 eV. The HOMO-LUMO gap is 6.82 eV. The calculation puts the HOMO energy at -8.301 eV. The calculation puts the calculated total energy at -31431.77559 eV. Its SMILES is CC/P=C\SI.

Last column: natural (NBO) charge in e.
Cartesian coordinates (Å):
C (1.6714, 1.0246, 0.0308)  -0.82
C (-2.2162, -0.3518, -0.2609)  -0.61
C (-0.7785, -0.4054, 0.2458)  -0.73
P (-0.0167, 1.2865, 0.0423)  0.65
S (2.6371, -0.4460, 0.1858)  0.11
I (5.1184, -0.2098, 0.0027)  0.06
H (2.2693, 1.9173, -0.0828)  0.24
H (-2.2334, -0.1142, -1.3237)  0.21
H (-2.7203, -1.3029, -0.1104)  0.22
H (-2.7797, 0.4181, 0.2627)  0.21
H (-0.1948, -1.1504, -0.3008)  0.23
H (-0.7567, -0.6661, 1.3085)  0.23

***

(2)
Computed, not measured: 8 unconnected molecules or ions with the total composition C32H64O16S8 in a non-equilibrium geometry, with ωB97M-V/def2-TZVPD.

The calculation puts the energy relative to the best compared isomer or geometry (same formula, charge and spin) at 0.835 eV. The HOMO-LUMO gap is 9.66 eV. The calculation puts the HOMO energy at -9.666 eV. The calculation puts the calculated total energy at -153660.52064 eV. Its SMILES is O=S1(=O)CCCC1.O=S1(=O)CCCC1.O=S1(=O)CCCC1.O=S1(=O)CCCC1.O=S1(=O)CCCC1.O=S1(=O)CCCC1.O=S1(=O)CCCC1.O=S1(=O)CCCC1.

Last column: Löwdin charge in e.
Cartesian coordinates (Å):
C (-7.0901, 7.3073, 13.6537)  -0.21
C (-5.5733, 7.0784, 13.8700)  -0.19
C (-5.4594, 5.6396, 14.3480)  -0.23
S (-6.4972, 4.6814, 13.2100)  0.70
O (-7.0909, 3.5695, 13.9028)  -0.33
O (-5.7470, 4.5090, 11.9653)  -0.34
C (-7.7030, 6.0614, 13.0172)  -0.19
H (-7.3399, 8.1970, 13.0733)  0.08
H (-7.6077, 7.5622, 14.5820)  0.12
H (-5.3243, 7.7667, 14.6738)  0.10
H (-4.9906, 7.2185, 12.9629)  0.10
H (-5.8167, 5.4086, 15.3535)  0.11
H (-4.4833, 5.1467, 14.3331)  0.09
H (-8.5624, 5.7183, 13.5908)  0.10
H (-7.9163, 6.0981, 11.9503)  0.08
C (2.5146, 8.2583, 12.6970)  -0.21
C (0.9834, 8.1041, 12.6932)  -0.23
C (0.7027, 7.0342, 13.7215)  -0.22
S (1.9929, 5.7685, 13.5015)  0.70
O (1.5552, 4.6116, 12.7292)  -0.35
O (2.7719, 5.5779, 14.6986)  -0.32
C (3.0140, 6.8499, 12.3967)  -0.21
H (2.8790, 8.6750, 13.6361)  0.12
H (2.7635, 8.9863, 11.9217)  0.11
H (0.5730, 7.8327, 11.7225)  0.09
H (0.5670, 9.0802, 12.9426)  0.12
H (-0.2664, 6.6051, 13.9716)  0.10
H (1.0178, 7.3598, 14.7237)  0.10
H (2.7753, 6.6528, 11.3502)  0.07
H (4.0712, 6.6579, 12.5634)  0.10
C (-6.3830, 9.5827, 7.5219)  -0.21
C (-7.7981, 9.1907, 7.1218)  -0.21
C (-8.5283, 8.7672, 8.4076)  -0.20
S (-7.2414, 8.0115, 9.4529)  0.70
O (-7.4259, 6.5807, 9.3297)  -0.32
O (-7.1066, 8.7374, 10.7004)  -0.33
C (-5.8449, 8.4846, 8.4125)  -0.21
H (-6.4806, 10.5633, 7.9973)  0.12
H (-5.7721, 9.7447, 6.6331)  0.12
H (-7.7888, 8.3388, 6.4415)  0.12
H (-8.3769, 10.0431, 6.7685)  0.11
H (-9.2557, 7.9663, 8.3004)  0.10
H (-8.9457, 9.6091, 8.9578)  0.10
H (-5.5781, 7.5135, 7.9984)  0.09
H (-5.0525, 8.6930, 9.1317)  0.08
C (4.2754, 7.6092, 7.1848)  -0.22
C (3.8844, 7.1361, 8.5843)  -0.23
C (2.4290, 6.6789, 8.4631)  -0.22
S (1.6440, 8.0279, 7.5464)  0.67
O (1.1779, 9.0763, 8.4372)  -0.33
O (0.7346, 7.4896, 6.5650)  -0.32
C (3.1785, 8.5852, 6.7277)  -0.20
H (4.3080, 6.7509, 6.5075)  0.12
H (5.2897, 8.0046, 7.1919)  0.12
H (3.9367, 7.9894, 9.2679)  0.11
H (4.5488, 6.3745, 8.9873)  0.12
H (1.8596, 6.3358, 9.3239)  0.07
H (2.4078, 5.8260, 7.7775)  0.11
H (3.4223, 9.5755, 7.1171)  0.10
H (2.9680, 8.7437, 5.6733)  0.10
C (-1.5354, 4.1728, 10.7894)  -0.20
C (-0.5382, 5.0188, 9.9823)  -0.20
C (-1.3078, 6.2631, 9.5838)  -0.20
S (-2.4873, 6.6998, 10.9001)  0.71
O (-3.8263, 6.9304, 10.4015)  -0.32
O (-1.8659, 7.6180, 11.8460)  -0.34
C (-2.5067, 5.0133, 11.6379)  -0.17
H (-1.0312, 3.3700, 11.3337)  0.11
H (-2.1723, 3.5633, 10.1392)  0.09
H (-0.1776, 4.4352, 9.1393)  0.12
H (0.2621, 5.2413, 10.6945)  0.08
H (-2.0435, 5.9727, 8.8229)  0.10
H (-0.7536, 7.1089, 9.1810)  0.09
H (-3.5300, 4.7006, 11.4302)  0.06
H (-2.3871, 5.0579, 12.7168)  0.10
C (-5.1431, 11.4160, 11.0453)  -0.19
C (-3.6295, 11.6493, 11.2364)  -0.21
C (-3.2225, 10.7432, 12.4063)  -0.23
S (-4.4760, 11.1584, 13.6436)  0.67
O (-4.2760, 12.5094, 14.0875)  -0.31
O (-4.5868, 10.0941, 14.6070)  -0.33
C (-5.7896, 11.0719, 12.4031)  -0.21
H (-5.3240, 10.5577, 10.4003)  0.08
H (-5.5544, 12.3268, 10.6137)  0.11
H (-3.4099, 12.6757, 11.5384)  0.11
H (-2.9846, 11.4504, 10.3816)  0.11
H (-2.1932, 10.8651, 12.7433)  0.11
H (-3.2801, 9.7001, 12.0836)  0.08
H (-6.6148, 11.6971, 12.7410)  0.11
H (-6.1406, 10.0409, 12.4185)  0.06
C (-5.2606, 2.0586, 7.5991)  -0.20
C (-4.4529, 2.9052, 8.5748)  -0.24
C (-5.0427, 4.3039, 8.5520)  -0.20
S (-5.2817, 4.6354, 6.7207)  0.69
O (-4.0837, 5.2426, 6.1782)  -0.34
O (-6.5912, 5.2312, 6.5109)  -0.35
C (-5.3142, 2.8604, 6.2739)  -0.21
H (-6.2644, 1.8757, 7.9771)  0.12
H (-4.7575, 1.1279, 7.3439)  0.10
H (-3.4107, 2.9728, 8.2613)  0.09
H (-4.5057, 2.4949, 9.5848)  0.12
H (-4.4235, 5.1579, 8.8241)  0.06
H (-6.0146, 4.4467, 9.0199)  0.09
H (-4.4657, 2.6347, 5.6313)  0.10
H (-6.2250, 2.6361, 5.7217)  0.10
C (1.1694, 0.5463, 8.5741)  -0.23
C (-0.0624, 0.1465, 9.3727)  -0.23
C (-0.9477, -0.6062, 8.3908)  -0.22
S (-0.8809, 0.4199, 6.8941)  0.71
O (-1.9566, 1.3936, 7.0454)  -0.34
O (-0.7785, -0.4221, 5.7082)  -0.34
C (0.7675, 1.2025, 7.2569)  -0.19
H (1.7882, -0.3161, 8.3215)  0.12
H (1.7968, 1.2257, 9.1535)  0.12
H (-0.5699, 0.9597, 9.8959)  0.11
H (0.2254, -0.5206, 10.1886)  0.12
H (-1.9808, -0.8906, 8.5732)  0.11
H (-0.4433, -1.5624, 8.2220)  0.11
H (0.6336, 2.2822, 7.2871)  0.09
H (1.3831, 0.9620, 6.3945)  0.10

***

The lowest energy relative to the best compared isomer or geometry (same formula, charge and spin) belongs to which entry?
C3H6IPS